1.
{
  "formula": "C28H46NOP2PtS",
  "method": "ωB97M-V/def2-TZVPD",
  "mol_weight_g_mol": 701.8,
  "e_lumo_ev": [-8.224, -12.158],
  "e_homo_ev": [-16.511, -16.913],
  "total_charge": 3,
  "homo_lumo_gap_ev": [8.29, 4.76],
  "spin_multiplicity": 5,
  "elements": ["Pt", "C", "C", "C", "P", "C", "C", "C", "C", "C", "C", "C", "C", "C", "C", "N", "C", "C", "C", "C", "C", "C", "C", "P", "C", "C", "C", "C", "C", "C", "H", "H", "H", "H", "H", "H", "H", "H", "H", "H", "H", "H", "H", "H", "H", "H", "H", "H", "H", "H", "H", "H", "H", "H", "H", "H", "H", "H", "H", "H", "H", "H", "H", "H", "H", "H", "H", "H", "H", "H", "C", "S", "C", "O", "H", "H", "H", "H", "H", "H"],
  "positions_angstrom": [[-0.659, -0.938, 0.390], [-2.337, 0.788, 4.242], [-1.487, 1.622, 3.305], [-2.321, 2.570, 2.461], [-0.340, 0.587, 2.262], [0.677, -0.481, 3.412], [1.673, -1.294, 2.586], [1.383, 0.232, 4.562], [0.691, 1.841, 1.419], [1.535, 2.664, 2.138], [2.374, 3.601, 1.517], [3.341, 4.403, 2.291], [2.288, 3.727, 0.116], [1.448, 2.948, -0.623], [0.625, 1.960, -0.009], [-0.089, 1.102, -0.728], [-0.225, 0.990, -2.069], [-0.640, 2.038, -2.917], [-0.658, 1.859, -4.280], [-0.288, 0.641, -4.873], [-0.290, 0.457, -6.337], [0.070, -0.424, -4.027], [0.081, -0.274, -2.659], [0.607, -1.573, -1.494], [0.020, -3.269, -1.979], [-1.358, -3.223, -2.633], [-0.026, -4.076, -0.677], [2.469, -1.515, -1.634], [2.985, -0.139, -1.228], [3.135, -2.621, -0.830], [-2.911, 1.453, 4.886], [-1.746, 0.134, 4.879], [-3.050, 0.195, 3.673], [-0.755, 2.209, 3.885], [-3.086, 2.018, 1.921], [-1.714, 3.135, 1.755], [-2.826, 3.277, 3.116], [-0.072, -1.165, 3.834], [2.435, -0.646, 2.152], [1.153, -1.843, 1.781], [2.174, -2.025, 3.218], [2.239, 0.806, 4.214], [1.766, -0.526, 5.247], [0.717, 0.873, 5.135], [1.583, 2.580, 3.213], [3.429, 4.068, 3.322], [3.061, 5.461, 2.290], [4.324, 4.375, 1.815], [2.908, 4.457, -0.384], [1.402, 3.051, -1.696], [-0.941, 2.982, -2.487], [-0.944, 2.686, -4.914], [-0.409, 1.402, -6.859], [-1.109, -0.201, -6.640], [0.624, -0.033, -6.673], [0.365, -1.365, -4.474], [0.748, -3.713, -2.664], [-2.060, -2.656, -2.016], [-1.735, -4.241, -2.733], [-1.331, -2.789, -3.630], [-0.682, -3.587, 0.057], [0.958, -4.184, -0.228], [-0.416, -5.074, -0.866], [2.663, -1.672, -2.705], [2.730, 0.079, -0.190], [2.586, 0.648, -1.868], [4.071, -0.117, -1.319], [2.938, -2.506, 0.233], [4.214, -2.570, -0.971], [2.818, -3.607, -1.158], [-4.049, -2.757, 0.978], [-3.135, -1.306, 0.381], [-4.295, -0.619, -0.832], [-3.074, -0.360, 1.501], [-5.013, -2.413, 1.347], [-3.498, -3.219, 1.794], [-4.177, -3.460, 0.161], [-4.349, -1.279, -1.691], [-3.942, 0.364, -1.130], [-5.271, -0.526, -0.362]],
  "lowdin_spin": [1.17, 0.00, 0.05, 0.00, 0.28, 0.05, 0.04, 0.02, 0.14, 0.03, 0.17, 0.04, -0.01, 0.12, 0.09, 0.59, 0.06, 0.08, 0.00, 0.10, 0.02, 0.02, 0.08, 0.18, 0.05, 0.00, 0.03, 0.03, 0.00, 0.00, 0.00, 0.00, 0.00, 0.01, 0.00, 0.00, 0.00, 0.00, 0.00, 0.03, 0.00, 0.00, 0.00, 0.00, 0.00, 0.00, 0.01, 0.01, 0.00, 0.00, 0.00, 0.00, 0.00, 0.01, 0.01, 0.00, 0.01, 0.00, 0.00, 0.00, 0.02, 0.00, 0.00, 0.01, 0.00, 0.00, 0.00, 0.00, 0.00, 0.00, 0.04, 0.18, 0.03, 0.20, 0.01, 0.00, 0.00, 0.00, 0.00, 0.01]
}



2.
{
  "formula": "C28H47Br3ClI2NO6P",
  "method": "ωB97M-V/def2-TZVPD",
  "mol_weight_g_mol": 1053.6,
  "e_lumo_ev": 0.839,
  "e_homo_ev": -5.504,
  "total_charge": -1,
  "homo_lumo_gap_ev": 6.34,
  "elements": ["C", "C", "C", "Cl", "O", "P", "Br", "C", "C", "C", "C", "C", "C", "O", "C", "O", "C", "C", "C", "Br", "C", "C", "Br", "C", "I", "C", "C", "I", "O", "C", "N", "C", "C", "C", "H", "H", "H", "H", "H", "H", "H", "H", "H", "H", "H", "H", "H", "H", "H", "H", "H", "H", "H", "H", "H", "H", "H", "H", "H", "H", "H", "H", "H", "H", "H", "H", "H", "H", "H", "C", "C", "O", "C", "H", "H", "H", "H", "H", "H", "C", "C", "O", "C", "H", "H", "H", "H", "H", "H"],
  "positions_angstrom": [[2.896, 2.276, -3.965], [3.148, 1.149, -3.631], [3.619, -0.052, -2.924], [4.657, -0.872, -4.256], [4.303, 0.152, -1.797], [3.515, -0.365, -0.244], [5.155, 0.538, 1.212], [2.371, -1.005, 1.124], [2.745, -0.972, 2.595], [1.676, -1.658, 3.533], [0.310, -1.915, 2.909], [-0.535, -0.637, 2.783], [-1.697, -0.948, 1.855], [-2.536, 0.209, 1.688], [-3.580, 0.010, 0.869], [-3.625, -0.790, -0.033], [-4.723, 0.921, 1.054], [-4.566, 2.132, 1.711], [2.705, 1.456, -0.262], [4.002, 2.877, -0.806], [2.015, 1.922, 1.071], [0.619, 2.482, 0.695], [2.797, 3.426, 2.112], [4.635, -2.009, -0.429], [6.654, -1.489, -1.228], [4.942, -2.859, 0.810], [6.124, -3.868, 0.656], [3.307, -4.250, 1.305], [2.225, -0.963, -1.245], [2.408, -1.018, -2.621], [2.374, -2.309, -3.244], [1.125, -3.025, -2.950], [0.211, -3.156, -4.181], [-1.238, -3.355, -3.720], [2.709, 3.272, -4.276], [2.048, -1.977, 0.778], [1.461, -0.409, 1.018], [2.837, 0.042, 2.980], [3.685, -1.453, 2.847], [1.535, -1.030, 4.417], [2.096, -2.591, 3.912], [0.344, -2.478, 1.978], [-0.247, -2.553, 3.608], [-0.955, -0.388, 3.760], [0.045, 0.208, 2.412], [-2.290, -1.759, 2.285], [-1.285, -1.300, 0.910], [-5.680, 0.624, 0.641], [-4.591, 3.060, 1.145], [-4.380, 2.137, 2.781], [1.955, 1.447, -1.046], [1.841, 1.169, 1.829], [0.144, 1.859, -0.067], [0.796, 3.444, 0.217], [-0.006, 2.606, 1.573], [4.245, -2.655, -1.211], [5.236, -2.279, 1.677], [7.058, -3.421, 0.981], [6.175, -4.299, -0.340], [5.965, -4.706, 1.337], [1.545, -0.511, -3.081], [3.151, -2.891, -2.953], [0.543, -2.549, -2.155], [1.382, -4.021, -2.581], [0.514, -4.032, -4.754], [0.305, -2.239, -4.762], [-1.866, -3.567, -4.589], [-1.299, -4.240, -3.082], [-1.624, -2.491, -3.183], [-7.152, -1.044, -1.484], [-8.455, -1.319, -2.195], [-8.561, -2.196, -3.019], [-9.629, -0.441, -1.826], [-6.385, -1.733, -1.828], [-6.823, -0.025, -1.691], [-7.284, -1.178, -0.409], [-9.397, 0.603, -2.043], [-9.854, -0.545, -0.763], [-10.500, -0.739, -2.404], [-1.310, 6.144, 3.268], [-0.793, 6.154, 1.848], [-0.892, 5.188, 1.133], [-0.140, 7.429, 1.368], [-1.750, 5.173, 3.484], [-0.491, 6.326, 3.965], [-2.071, 6.917, 3.396], [0.726, 7.662, 1.990], [-0.852, 8.256, 1.416], [0.187, 7.300, 0.339]],
  "mulliken_charge": [-0.59, -1.40, 2.02, -0.27, -0.36, 1.37, -0.28, -0.23, -0.64, -1.32, -0.94, 0.54, -0.72, -0.19, 0.78, -0.58, -0.43, -0.58, -1.27, -0.08, 1.13, -1.60, -0.11, -1.11, 0.05, -0.04, -1.58, -0.01, -0.11, -1.14, -0.33, -0.43, -0.28, -1.30, 0.45, 0.80, 0.34, 0.32, 0.38, 0.35, 0.33, 0.32, 0.60, 0.59, -0.66, 0.43, 0.23, 0.29, 0.20, 0.26, 0.76, -0.87, 0.24, 0.49, 0.45, 0.31, 0.34, 0.40, 0.38, 0.57, 0.40, 0.32, -0.11, 0.47, 0.29, 0.31, 0.42, 0.29, 0.34, -0.93, 0.71, -0.55, -1.07, 0.30, 0.33, 0.31, 0.31, 0.30, 0.30, -1.13, 0.90, -0.49, -1.18, 0.24, 0.32, 0.36, 0.33, 0.35, 0.29]
}



Which formula does entry 1 have? C28H46NOP2PtS